{"formula": "C26H39BBrF10IN4O8S", "method": "ωB97M-V/def2-TZVPD", "spin_multiplicity": 2, "gap_ev": [6.166, 6.848], "s2": 0.754, "charge": 1, "homo_energy_ev": [-10.053, -10.735], "total_energy_ha": -6128.022734, "elements": ["C", "C", "C", "N", "C", "N", "C", "O", "C", "I", "N", "C", "O", "C", "C", "B", "O", "O", "C", "C", "C", "O", "Br", "C", "F", "S", "O", "O", "C", "F", "F", "C", "F", "F", "C", "F", "F", "C", "F", "F", "F", "H", "H", "H", "H", "H", "H", "H", "H", "H", "H", "H", "H", "H", "H", "H", "H", "H", "H", "H", "H", "H", "C", "C", "C", "C", "C", "C", "N", "O", "C", "C", "C", "H", "H", "H", "H", "H", "H", "H", "H", "H", "H", "H", "H", "H", "H", "H", "H", "H", "H"], "coordinates": [[6.19120, 2.02631, 3.97289], [6.16418, 2.57620, 2.49561], [4.78399, 2.45986, 1.72267], [3.91362, 1.31158, 2.04414], [4.19931, 0.08543, 1.34399], [5.48164, 0.05100, 0.62684], [6.44180, -0.46331, 1.20449], [7.26004, -0.95974, 1.83528], [3.73018, -1.10487, 2.32986], [4.75303, -1.36421, 4.24952], [3.20195, -2.34455, 1.64290], [4.29558, -3.42464, 1.56289], [4.29946, -4.30333, 2.66534], [4.23363, -5.69396, 2.27829], [2.02623, -3.04812, 2.23024], [0.56842, -2.33826, 2.02879], [-0.30580, -2.53661, 0.93894], [0.13431, -1.48121, 3.07763], [3.16255, -1.87100, 0.20854], [2.41260, -2.70190, -0.89355], [3.35099, -3.50043, -1.86106], [4.41540, -3.16948, -2.24529], [2.69911, -5.28203, -2.46889], [3.14372, -0.27910, 0.15071], [1.90774, 0.27339, 0.63362], [3.28275, 0.53942, -1.48734], [4.27845, 1.59418, -1.59207], [3.56764, -0.40570, -2.57360], [1.65957, 1.36556, -1.99890], [1.80608, 1.53972, -3.35890], [0.56563, 0.54409, -1.84570], [1.47847, 2.82742, -1.39223], [2.12495, 3.68291, -2.26244], [2.15673, 2.99314, -0.18646], [-0.01463, 3.25330, -1.10852], [-0.58086, 2.50923, -0.08805], [0.05094, 4.54554, -0.60660], [-0.98147, 3.28832, -2.36837], [-1.78304, 4.40439, -2.21402], [-0.36483, 3.43429, -3.56269], [-1.83021, 2.21970, -2.31539], [6.73002, 1.03637, 4.00496], [5.18507, 1.95141, 4.46534], [6.82956, 2.73713, 4.57564], [6.98152, 2.16124, 1.83383], [6.39365, 3.68194, 2.56146], [5.01202, 2.58349, 0.63008], [4.19532, 3.38741, 1.99809], [3.75694, 1.19549, 3.04304], [2.78861, -0.63386, 2.75103], [5.33006, -2.96134, 1.53064], [4.21068, -4.05853, 0.63960], [5.26526, -6.06739, 2.02733], [3.92788, -6.25840, 3.20774], [3.46782, -5.90836, 1.48750], [2.14868, -3.11382, 3.35054], [1.91777, -4.07218, 1.76478], [0.00953, -1.91743, 0.24532], [-0.69472, -1.89786, 3.39793], [4.24590, -2.04870, -0.09421], [1.65360, -3.43859, -0.49917], [1.84943, -1.96130, -1.53908], [-6.87318, -0.78023, -0.08709], [-7.49157, -0.00098, -1.27912], [-6.93269, -0.47632, -2.63783], [-5.56084, 0.07449, -3.00536], [-5.54079, 1.59193, -2.85337], [-5.97707, 2.03974, -1.45003], [-7.30006, 1.46269, -1.04996], [-8.24110, 2.10513, -1.73454], [-4.86099, 1.64491, -0.45497], [-5.98245, 3.57915, -1.38700], [-8.97089, -0.44997, -1.25567], [-6.11925, -0.23112, 0.46864], [-7.62883, -1.01966, 0.66546], [-6.42200, -1.72131, -0.41329], [-7.62468, -0.17936, -3.43435], [-6.90087, -1.56921, -2.66633], [-4.78738, -0.39525, -2.38925], [-5.32784, -0.19036, -4.03962], [-4.53311, 1.96003, -3.06944], [-6.19305, 2.03546, -3.61358], [-5.14418, 1.88310, 0.57308], [-3.93966, 2.19110, -0.67304], [-4.58441, 0.59166, -0.50499], [-6.63330, 4.02936, -2.13802], [-4.98039, 3.97593, -1.56679], [-6.30148, 3.92809, -0.40144], [-9.48088, -0.10248, -0.35481], [-9.03035, -1.54144, -1.26868], [-9.53078, -0.09544, -2.12224]], "atomic_forces_ev_per_a": [[1.07, 0.16, -0.24], [-0.10, 0.54, -0.22], [0.39, 1.97, 0.50], [1.09, -0.66, -1.31], [-0.97, -0.48, -0.45], [0.52, -0.85, 0.81], [-1.59, 0.60, 0.25], [1.13, -0.32, -0.18], [-1.72, 1.67, 1.98], [-0.26, -0.24, -1.00], [1.93, -0.84, -1.01], [2.58, -1.95, 0.53], [-0.63, 0.62, -1.17], [0.17, -1.15, 1.15], [-1.89, 0.18, 0.44], [-1.15, 1.65, 0.49], [1.79, 0.48, 0.54], [0.38, -2.46, -0.76], [1.67, 0.48, -2.94], [-1.42, -0.28, 0.11], [0.17, -0.16, -0.03], [-0.31, 0.25, 0.61], [-0.18, 0.86, 0.50], [-1.88, -0.06, 2.83], [0.71, -1.17, -0.75], [4.10, 0.44, -4.84], [-1.68, -0.28, 1.96], [-1.75, -0.31, 2.32], [-1.09, 0.29, -1.23], [0.08, -0.58, 2.06], [1.24, 0.90, 0.33], [1.47, 0.84, 0.61], [-1.50, -0.98, 1.10], [-1.09, -0.87, -1.36], [-0.23, 1.40, 1.12], [1.01, 0.48, -1.71], [0.23, -1.67, -0.91], [-2.12, 1.42, 0.25], [1.05, -1.56, -0.25], [-0.51, -0.88, 1.54], [1.51, 0.95, -0.65], [-0.81, 0.91, 0.11], [0.93, 0.09, -0.50], [-0.81, -0.84, -0.47], [-0.74, 0.18, 1.01], [-0.33, -1.16, -0.27], [-0.63, -0.59, 0.98], [0.44, -1.12, -0.28], [0.14, 0.02, -0.35], [0.91, -0.56, -0.64], [-1.36, 0.18, -0.05], [-0.53, 0.97, 0.52], [-1.09, 0.41, -0.16], [0.26, 0.69, -1.01], [0.79, 0.35, 0.47], [0.32, -0.13, -1.34], [0.55, 1.06, 0.58], [-0.69, -0.52, 0.14], [0.05, 1.04, -0.15], [-1.02, 0.61, 0.11], [0.78, 0.94, -0.23], [0.57, -0.98, 0.49], [0.37, -0.01, 0.27], [-0.07, -1.86, 1.09], [0.23, 0.34, -0.38], [0.00, -0.01, 0.09], [-0.24, -0.33, -0.24], [1.88, 0.65, 0.77], [-1.47, 0.72, -3.14], [0.69, -0.29, 1.29], [0.09, -0.39, 0.13], [-0.69, 0.06, -0.15], [-0.23, 0.78, -0.23], [0.08, 0.05, -0.19], [-0.08, 0.00, -0.22], [-0.08, 0.05, -0.02], [-0.08, 0.11, 0.19], [-0.15, 0.06, 0.22], [0.01, 0.08, 0.03], [0.00, -0.03, 0.03], [-0.07, 0.14, 0.23], [-0.11, 0.01, 0.17], [-0.06, -0.04, -0.06], [-0.22, 0.14, -0.12], [-0.11, 0.02, 0.05], [-0.10, -0.15, 0.12], [0.03, -0.28, 0.03], [-0.05, -0.06, -0.07], [0.08, 0.05, -0.04], [0.30, 0.07, 0.06], [0.09, 0.13, 0.09]], "mulliken_spin": [0.00, 0.00, 0.00, 0.00, 0.00, 0.00, 0.00, 0.00, 0.00, 0.00, 0.00, 0.00, 0.00, 0.00, 0.00, 0.00, 0.00, 0.00, 0.00, 0.00, 0.00, 0.00, 0.00, 0.00, 0.00, 0.00, 0.00, 0.00, 0.00, 0.00, 0.00, 0.00, 0.00, 0.00, 0.00, 0.00, 0.00, 0.00, 0.00, 0.00, 0.00, 0.00, 0.00, 0.00, 0.00, 0.00, 0.00, 0.00, 0.00, 0.00, 0.00, 0.00, 0.00, 0.00, 0.00, 0.00, 0.00, 0.00, 0.00, 0.00, 0.00, 0.00, 0.01, 0.03, 0.02, -0.02, 0.02, 0.01, 0.31, 0.61, 0.03, -0.01, -0.01, -0.01, 0.00, 0.00, 0.00, 0.00, 0.00, 0.00, 0.00, 0.00, -0.01, 0.00, 0.00, 0.00, 0.00, 0.00, 0.00, 0.00, 0.00]}